Record 1
Molecular formula: C2H11NO2
Method: DFT, the ωB97M-V functional and the def2-TZVPD basis

Each line ends with the natural charge from an NBO analysis.
Atoms and positions in Å:
C 1.31 -0.49 1.21  -0.623
C 1.81 0.29 0.00  -0.211
N 0.69 0.66 -0.87  -0.866
H 0.81 -1.40 0.89  0.214
H 2.15 -0.78 1.85  0.209
H 0.61 0.11 1.78  0.219
H 2.37 1.17 0.35  0.166
H 2.51 -0.32 -0.58  0.181
H 0.05 1.25 -0.35  0.385
H 1.01 1.22 -1.65  0.365
O -1.35 -1.27 -1.01  -1.010
H -1.40 -1.90 -1.74  0.477
H -0.51 -0.76 -1.14  0.503
O -1.95 0.88 0.75  -0.983
H -2.83 0.92 1.14  0.472
H -1.94 0.07 0.21  0.502

Output
Total charge ... 0
2S+1 ... 1
Kohn-Sham gap ... 10.81 eV
SMILES ... CCN.O.O
Energy relative to the best compared isomer or geometry (same formula, charge and spin) ... 0.000 eV
E_HOMO ... -9.8252 eV



Record 2
Molecular formula: C2H11NO2S
Method: DFT, the ωB97M-V functional and the def2-TZVPD basis

Each line ends with the natural charge from an NBO analysis.
Atoms and positions in Å:
N -2.03 0.86 -0.85  -0.835
C -1.00 -0.20 -0.93  -0.233
C 0.36 0.35 -1.27  -0.513
S 1.64 -0.98 -1.41  -0.089
H -1.82 1.44 -0.04  0.370
H -2.94 0.40 -0.64  0.356
H -1.28 -0.92 -1.74  0.191
H -0.99 -0.77 0.07  0.170
H 0.31 0.85 -2.24  0.222
H 0.66 1.08 -0.47  0.243
H 2.68 -0.14 -1.69  0.145
O 1.29 -1.36 1.90  -0.982
H 1.48 -1.56 0.89  0.492
H 0.92 -2.18 2.20  0.474
O 0.01 1.19 1.80  -0.979
H 0.43 0.33 1.83  0.498
H 0.28 1.62 2.60  0.471

Output
Total charge ... 0
2S+1 ... 1
Kohn-Sham gap ... 9.99 eV
SMILES ... NCCS.O.O
Energy relative to the best compared isomer or geometry (same formula, charge and spin) ... 0.161 eV
E_HOMO ... -9.3291 eV



Record 3
Molecular formula: C2H11NO3
Method: DFT, the ωB97M-V functional and the def2-TZVPD basis

Each line ends with the Löwdin spin population.
Atoms and positions in Å:
C 2.64 -0.15 0.59  0.022
N 1.72 -0.54 -0.49  0.008
C 0.86 -1.67 -0.16  0.050
O -0.39 -1.25 0.35  0.095
H 2.73 -0.81 1.44  0.002
H 3.64 0.02 0.15  0.001
H 2.40 0.87 0.93  0.007
H 1.20 0.27 -0.81  0.015
H 1.35 -2.24 0.62  0.003
H 0.71 -2.27 -1.05  0.004
H -0.26 -0.85 1.21  0.025
H -1.50 2.15 -1.94  0.059
H -1.74 1.22 -0.83  0.054
O -1.05 1.39 -1.51  0.196
H -3.00 0.61 0.74  0.089
H -3.50 2.06 0.67  0.114
O -2.88 1.48 1.16  0.254

Output
Total charge ... -1
2S+1 ... 2
Kohn-Sham gap (spin up / spin down) ... 2.77 / 9.23 eV
Energy relative to the best compared isomer or geometry (same formula, charge and spin) ... 0.333 eV
E_HOMO (spin up / spin down) ... 0.7853 / -5.8022 eV